Entry 1:
Below is a single C24H23N5O4 molecule, with properties calculated with wB97M-V/def2-TZVPD.

For the energy above the lowest of the compared OMol25 structures with the same formula, charge and spin, the calculation gives 3.2 kcal/mol. Its LUMO energy is -0.0070 Eh. The spin multiplicity is 1. For the total energy, the calculation gives -40901.00480 eV. Its net charge is 0. The max |F| is 1.31 eV/A. Its HOMO-LUMO gap is 7.8 eV. Its SMILES is COC(=O)[C@H](C#N)c1nc2ccccc2nc1N1CCN(Cc2ccc3c(c2)OCO3)CC1.

XYZ file:
```
56
C24H23N5O4, DFT wB97M-V/def2-TZVPD
O 3.1894 -0.7707 2.4775
O 0.0625 -2.8951 1.0256
O 3.5660 1.4394 2.3858
O 0.7736 -2.9889 -1.1616
N 0.0973 -1.1934 3.5761
N -0.9244 2.0555 0.7096
N 0.0478 1.4557 -1.2721
N 1.9097 -0.1253 0.0211
N -3.5992 1.3865 0.3698
C -1.0635 -1.6074 -2.0871
C 0.0144 1.3289 0.0420
C 1.3046 0.6293 2.1981
C -2.9710 2.2454 -0.6257
C -1.9205 -1.4839 0.6081
C 1.0361 0.5578 0.6998
C 0.6317 -0.4002 2.9499
C -3.1354 1.6276 1.7087
C 0.9996 0.8774 -3.3830
C 2.7871 -0.7432 -3.4474
C 4.5861 -1.0250 2.5480
C 2.7893 -0.8521 -2.0828
C -2.6261 -0.8116 -0.3964
C -3.8424 0.0132 -0.0363
C 0.9614 0.7690 -1.9806
C 1.8947 0.1255 -4.0948
C -2.2003 -0.8929 -1.7143
C 1.8792 -0.0939 -1.3298
C -1.5965 1.5650 1.8971
C -0.7913 -2.1719 0.2425
C -1.7429 2.9682 -0.0620
C 1.1002 -3.3215 0.1723
C -0.3630 -2.2297 -1.0855
C 2.8255 0.4961 2.3677
H -4.5113 0.0591 -0.9018
H 5.0532 -0.3757 3.2911
H -2.6463 1.6486 -1.4797
H 3.4684 -1.5123 -1.5662
H -4.3823 -0.4700 0.7819
H 0.2992 1.5407 -3.8664
H 4.6909 -2.0698 2.8288
H 2.0375 -2.8155 0.4603
H 1.9182 0.1940 -5.1729
H -3.6004 0.9069 2.3827
H -1.2956 0.5363 2.0866
H 1.0041 1.6145 2.5707
H -2.7727 -0.4044 -2.4886
H -2.0377 3.7855 0.6013
H 3.4778 -1.3265 -4.0378
H -2.2511 -1.4840 1.6342
H -1.3296 2.1786 2.7686
H 5.0464 -0.8404 1.5755
H -1.1408 3.3641 -0.8787
H -3.7029 2.9874 -0.9733
H -3.4877 2.6247 1.9975
H 1.2242 -4.4105 0.2590
H -0.7413 -1.6650 -3.1131
```

---

Entry 2:
Below is a molecular structure, C4H6N, with properties calculated with wB97M-V/def2-TZVPD.

For the energy above the lowest of the compared OMol25 structures with the same formula, charge and spin, the calculation gives 133.3 kcal/mol. Its LUMO energy is -0.1644 Eh. The spin multiplicity is 1. For the total energy, the calculation gives -5721.01956 eV. Its net charge is +1. The max |F| is 6.01 eV/A. Its HOMO-LUMO gap is 10.4 eV.

XYZ file:
```
11
C4H6N, DFT wB97M-V/def2-TZVPD
N 0.3750 1.1546 -0.0630
C -0.8912 0.6834 0.0389
C -0.7763 -0.9772 -0.0590
C -1.9785 0.0792 0.0581
C 0.8463 -0.2043 0.0402
H 1.2974 -0.6938 -0.7637
H 1.4141 -0.4738 0.8946
H 0.7656 1.8268 -0.7739
H -0.8641 -1.5305 -0.9523
H 0.7867 1.7119 0.7550
H -0.9750 -1.5762 0.8250
```

---

Entry 3:
Below is 3 unconnected molecules or ions with the total composition C3H9NO2, with properties calculated with wB97M-V/def2-TZVPD.

For the energy above the lowest of the compared OMol25 structures with the same formula, charge and spin, the calculation gives 107.2 kcal/mol. Its LUMO energy is -0.0009 Eh. The spin multiplicity is 1. For the total energy, the calculation gives -8838.30787 eV. Its net charge is 0. The max |F| is 3.71 eV/A. Its HOMO-LUMO gap is 8.7 eV. Its SMILES is C=CN=C.O.O.

XYZ file:
```
15
C3H9NO2, DFT wB97M-V/def2-TZVPD
O -1.8409 2.9210 -2.8276
O -3.5427 -0.8251 -4.6228
N 0.6275 -0.8083 2.5485
C 0.3645 -1.0195 3.8197
C 2.6024 -0.8197 1.0121
C 1.9515 -0.5404 2.2229
H 2.7373 -0.2770 3.1171
H 3.5687 -0.2416 0.7357
H 2.4500 -1.7668 0.2925
H -3.2526 -0.6554 -3.7418
H -2.0555 3.2297 -3.7256
H -0.4488 -1.5151 4.3322
H -1.3964 3.7087 -2.3816
H 1.1258 -0.5596 4.4741
H -2.8908 -0.8307 -5.2554
```

---

Entry 4:
Below is a molecular structure, C23H22As2ClCoNO10S3Se, with properties calculated with wB97M-V/def2-TZVPD.

For the energy above the lowest of the compared OMol25 structures with the same formula, charge and spin, the calculation gives 9.4 kcal/mol. Its LUMO energy (alpha / beta) is 0.1376 / 0.1376 Eh. The spin multiplicity is 4. For the total energy, the calculation gives -315853.18536 eV. Its net charge is -2. The max |F| is 4.49 eV/A. Its HOMO-LUMO gap (alpha / beta) is 5.7 / 6.1 eV.

XYZ file:
```
64
C23H22As2ClCoNO10S3Se, DFT wB97M-V/def2-TZVPD
Se 5.7909 9.2251 13.6557
As 15.1422 11.0769 9.8219
As 11.8603 9.1425 9.3413
Co 7.9343 8.4554 9.2316
Cl 7.2474 15.8603 10.2532
S 7.7576 7.7763 7.0367
S 9.3981 6.4908 9.0874
S 9.9062 5.8732 6.1476
O 5.6767 9.9499 9.0422
O 14.2793 9.8748 13.5386
O 12.2093 11.5651 6.0641
O 14.1481 13.5229 7.7361
O 13.2391 7.2481 12.0526
O 16.1437 10.1020 12.3824
O 8.6317 10.1969 9.2274
O 15.0136 11.7760 6.5288
O 11.4036 8.4193 12.4338
O 11.2949 9.6317 6.6983
N 7.2589 8.3614 11.2181
C 15.2203 12.6316 5.3790
C 12.6307 8.2726 11.9553
C 14.1317 10.0445 11.1368
C 10.2866 9.7323 5.6845
C 6.6973 13.2551 9.8334
C 8.9710 13.7087 10.1634
C 6.6739 8.6834 12.1639
C 16.8299 9.9203 13.6464
C 12.7567 10.4718 8.2256
C 7.6826 14.1572 10.1790
C 6.9405 11.9236 9.4835
C 14.2981 12.3386 7.4786
C 5.7333 11.1767 9.3157
C 10.6681 7.2221 12.7415
C 12.0823 10.6713 6.9073
C 12.9905 9.3599 10.9352
C 12.8555 7.6028 8.6839
C 8.2968 11.4287 9.4412
C 14.8008 12.8043 10.7631
C 9.0922 6.6582 7.4230
C 14.8303 9.9722 12.4528
C 9.2743 12.4212 9.6902
C 13.8301 11.2557 8.4531
H 15.5848 12.8707 11.5158
H 9.6622 7.5272 13.0230
H 14.8922 13.6298 10.0184
H 9.8530 14.3665 10.4496
H 14.3237 12.9392 4.9632
H 15.7169 12.0110 4.6409
H 17.5829 9.1189 13.4852
H 4.6879 11.6443 9.4933
H 9.5918 10.4766 5.9445
H 12.3267 7.1152 7.9278
H 10.3198 12.1848 9.6725
H 16.1357 9.7330 14.4462
H 5.6633 13.5377 9.7972
H 13.7670 12.8858 11.1166
H 10.6920 6.5714 11.8608
H 17.4074 10.8609 13.8528
H 13.8673 7.9054 8.3441
H 9.8326 8.7342 5.5657
H 10.7911 10.0686 4.7384
H 11.1252 6.7058 13.6071
H 13.0221 6.9336 9.5631
H 15.8090 13.5381 5.6064
```

---

Entry 5:
Below is a single C20H24N4 molecule, with properties calculated with wB97M-V/def2-TZVPD.

For the energy above the lowest of the compared OMol25 structures with the same formula, charge and spin, the calculation gives 72.9 kcal/mol. Its LUMO energy is 0.0291 Eh. The spin multiplicity is 1. For the total energy, the calculation gives -27087.53427 eV. Its net charge is 0. The max |F| is 4.05 eV/A. Its HOMO-LUMO gap is 8.4 eV. Its SMILES is Cc1ccc(-n2c(C)cc(-c3nnc4n3CCCCC4)c2C)cc1.

XYZ file:
```
48
C20H24N4, DFT wB97M-V/def2-TZVPD
N -1.5325 1.4261 1.0220
N 0.0593 -3.5357 -1.3169
N 0.0273 -1.5333 -2.4202
N -0.5211 -2.6402 -0.4620
C -1.9551 2.9450 4.9553
C -0.9404 0.1049 0.9628
C -2.9888 2.0405 4.4262
C -2.8947 1.5902 3.0422
C 0.4810 -3.4276 -4.9145
C 0.5954 -2.0665 -5.5526
C -0.8570 2.9114 2.7628
C -1.0272 -0.1900 -0.4023
C -0.4883 -1.4573 -1.0903
C -1.9875 3.5056 6.3665
C -1.8156 2.0479 2.2194
C -2.0176 1.8702 -0.2241
C -1.8103 0.8409 -1.0821
C 1.1359 -3.5801 -3.5908
C 0.3995 -2.8599 -2.4730
C -0.1560 -1.0203 -4.7914
C -0.3479 -0.5789 2.1671
C -0.9294 3.3543 4.1173
C 0.4288 -0.5214 -3.4344
C -2.7836 3.1548 -0.3888
H -2.2213 0.6630 -2.0701
H -0.0732 3.3850 2.2068
H 1.1913 -4.5840 -3.3001
H 1.4606 -0.3239 -3.5344
H -3.2307 3.1942 -1.4106
H -0.2682 -0.1371 -5.4413
H -3.5730 3.2316 0.3354
H -2.2240 4.0608 -0.1854
H 0.2854 -1.3323 1.9144
H -0.2269 4.0600 4.5753
H -3.8236 1.5122 5.1580
H 0.9699 -4.1131 -5.5483
H -1.0766 -0.9279 2.8665
H -3.4492 0.6246 2.8527
H -0.5176 -3.7410 -4.6858
H -1.1231 -1.3948 -4.6921
H -1.3075 2.9846 6.9686
H 0.0059 -2.1205 -6.4414
H 0.0442 0.5183 -3.1589
H 1.6190 -1.8596 -5.7611
H 0.0865 0.2166 2.7868
H 2.1322 -3.1701 -3.8522
H -1.6909 4.5596 6.2443
H -2.9685 3.4995 6.8988
```

---

Entry 6:
Below is a single C6H10N2O2 molecule, with properties calculated with wB97M-V/def2-TZVPD.

For the energy above the lowest of the compared OMol25 structures with the same formula, charge and spin, the calculation gives 114.2 kcal/mol. Its LUMO energy is 0.0242 Eh. The spin multiplicity is 1. For the total energy, the calculation gives -13454.98923 eV. Its net charge is 0. The max |F| is 1.46 eV/A. Its HOMO-LUMO gap is 10.2 eV. Its SMILES is C#CNC(=O)ONCCC.

XYZ file:
```
20
C6H10N2O2, DFT wB97M-V/def2-TZVPD
O -1.3294 -0.0954 1.1035
O -1.2305 2.0488 0.6354
N -2.3596 0.7473 -0.8808
N -0.6857 -1.1390 0.3499
C -2.4327 2.9351 -2.1958
C 1.6290 -0.7182 1.1628
C 2.4194 -0.7592 -0.1876
C -1.6022 0.9728 0.3227
C -2.4030 1.8916 -1.6351
C 0.4161 -1.6689 1.1450
H 2.2092 0.1486 -0.7476
H 2.0157 -1.5879 -0.7715
H 1.2294 0.2841 1.3108
H -1.9170 0.0319 -1.4496
H 0.1056 -1.8498 2.1687
H 0.7066 -2.5982 0.6587
H 2.3401 -0.9913 1.9373
H -2.3478 3.9562 -2.4340
H 3.4815 -0.8849 -0.0239
H -0.2449 -0.7236 -0.4689
```

---

The lowest max |F| belongs to which entry?
C24H23N5O4

---

net charge of number 5 (C20H24N4)?
0

---

Which of these has the highest net charge?
C4H6N